(1)
Computed, not measured: a structure of composition C6H8N2, with the ωB97M-V functional and the def2-TZVPD basis.

Each line ends with the natural charge from an NBO analysis.
Atoms and positions in Å:
C (-0.421, -0.663, -1.559)  0.028
C (-0.112, -1.797, -0.001)  -0.019
C (0.498, 0.427, 1.469)  -0.263
C (0.177, 1.554, 0.061)  -0.018
C (-0.432, 0.346, 0.425)  -0.088
C (0.451, -0.723, -0.595)  -0.491
H (0.667, 1.727, -1.881)  0.353
H (-0.372, -0.599, -2.777)  0.250
H (0.568, -2.701, 0.143)  0.205
H (-0.966, -0.662, 1.900)  0.361
H (-0.251, 0.914, 2.158)  0.195
H (-0.109, 2.545, 0.448)  0.257
H (-1.365, 0.217, 0.714)  0.192
H (1.549, -0.885, -0.838)  0.215
N (-0.141, 1.302, -1.303)  -0.704
N (0.258, -1.003, 1.635)  -0.473

Values from the calculation:
Total charge ... 0
HOMO level ... -7.9 eV
Energy relative to the best compared isomer or geometry (same formula, charge and spin) ... 2027.0 kJ/mol
LUMO level ... -1.451 eV
Gap between HOMO and LUMO ... 6.476 eV
E ... -342.1619 hartree

---

(2)
Computed, not measured: the molecule C6H8N2O, with the ωB97M-V functional and the def2-TZVPD basis.

Each line ends with the natural charge from an NBO analysis.
Atoms and positions in Å:
O (3.502, -0.099, 0.140)  -0.514
C (2.584, -0.877, 0.048)  0.396
C (1.157, -0.465, -0.148)  0.114
N (0.314, -1.430, -0.256)  -0.180
N (-0.925, -0.868, -0.501)  -0.286
C (-2.236, -0.989, 0.089)  -0.204
C (-1.282, 0.124, 0.470)  -0.100
C (-0.713, 1.424, -0.033)  -0.389
C (0.795, 1.033, -0.291)  -0.476
H (2.717, -1.986, 0.165)  0.129
H (-2.490, -1.750, 0.824)  0.208
H (-3.050, -0.826, -0.631)  0.208
H (-0.866, -0.146, 1.467)  0.178
H (-1.191, 1.689, -0.981)  0.217
H (-0.821, 2.240, 0.647)  0.210
H (1.052, 1.261, -1.335)  0.245
H (1.451, 1.666, 0.324)  0.245

Values from the calculation:
Total charge ... 0
Structure (SMILES) ... O=CC1=NN2C[C@@H]2CC1
HOMO level ... -9.2 eV
Energy relative to the best compared isomer or geometry (same formula, charge and spin) ... 339.4 kJ/mol
LUMO level ... 0.236 eV
Gap between HOMO and LUMO ... 9.461 eV
E ... -418.0540 hartree

---

(3)
Computed, not measured: the molecule C6H8N2O, with the ωB97M-V functional and the def2-TZVPD basis.

Each line ends with the natural charge from an NBO analysis.
Atoms and positions in Å:
N (-0.222, 2.732, 2.858)  -0.342
C (-0.406, 2.105, 1.870)  0.276
C (-0.699, 1.101, 0.894)  -0.309
C (0.521, 0.685, 0.215)  -0.183
C (0.823, -0.636, -0.142)  -0.195
C (2.042, -1.099, -0.995)  -0.090
O (1.798, -1.777, -2.167)  -0.694
C (-1.949, 0.616, 0.834)  0.103
N (-2.322, -0.459, 0.089)  -0.820
H (1.046, 1.430, -0.233)  0.197
H (0.059, -1.343, 0.217)  0.198
H (2.679, -1.887, -0.415)  0.172
H (2.654, -0.287, -1.141)  0.165
H (1.998, -1.006, -2.920)  0.464
H (-2.676, 1.105, 1.585)  0.227
H (-3.378, -0.518, 0.313)  0.399
H (-1.967, -0.762, -0.861)  0.432

Values from the calculation:
Total charge ... 0
Structure (SMILES) ... N#CC(/C=C/CO)=C/N
HOMO level ... -8.4 eV
Energy relative to the best compared isomer or geometry (same formula, charge and spin) ... 311.5 kJ/mol
LUMO level ... 0.407 eV
Gap between HOMO and LUMO ... 8.847 eV
E ... -418.0647 hartree

---

- The highest energy relative to the best compared isomer or geometry (same formula, charge and spin) belongs to which entry?
  C6H8N2